1.
C21H20N4O2S in the gas phase, computed with the ωB97M-V functional and the def2-TZVPD basis.

Kohn-Sham gap = 0.286 Eh
HOMO energy = -8.0 eV
SMILES string = CCn1c(-c2cc(-c3cc(OC)ccc3OC)nc3ccccc23)n[nH]c1=S
Energy = -1579.939035 a.u.
Energy above the lowest of the compared OMol25 structures with the same formula, charge and spin = 53.1 kcal per mole

```
! wB97M-V def2-TZVPD RIJCOSX def2/J DEFGRID3
* xyz 0 1
C -3.307 -0.863 2.418
C -2.709 0.477 1.999
N -3.058 0.804 0.642
C -2.406 0.449 -0.511
C -1.145 -0.302 -0.502
C 0.047 0.356 -0.345
C 1.249 -0.392 -0.292
C 2.557 0.260 -0.132
C 3.526 -0.398 0.609
C 4.795 0.142 0.802
O 5.653 -0.596 1.562
C 6.952 -0.102 1.773
C 5.090 1.368 0.222
C 4.136 2.027 -0.538
C 2.868 1.498 -0.728
O 1.902 2.092 -1.489
C 2.235 3.240 -2.231
N 1.256 -1.703 -0.338
C 0.102 -2.372 -0.495
C 0.143 -3.782 -0.553
C -1.008 -4.499 -0.723
C -2.245 -3.848 -0.845
C -2.321 -2.483 -0.789
C -1.155 -1.716 -0.606
N -3.034 0.878 -1.558
N -4.127 1.523 -1.085
C -4.185 1.499 0.271
S -5.325 2.153 1.250
H -3.053 -1.068 3.454
H -4.390 -0.830 2.325
H -2.921 -1.669 1.797
H -1.619 0.457 2.081
H -3.111 1.275 2.631
H 0.075 1.428 -0.252
H 3.290 -1.354 1.046
H 6.939 0.856 2.304
H 7.454 -0.846 2.389
H 7.498 0.014 0.830
H 6.058 1.829 0.343
H 4.406 2.972 -0.983
H 1.346 3.477 -2.814
H 2.477 4.087 -1.581
H 3.072 3.051 -2.911
H 1.105 -4.261 -0.465
H -0.974 -5.578 -0.768
H -3.141 -4.434 -0.986
H -3.271 -1.978 -0.894
H -4.786 1.959 -1.707
*
```

2.
C21H20N4O2S in the gas phase, computed with the ωB97M-V functional and the def2-TZVPD basis.

Kohn-Sham gap = 0.311 Eh
HOMO energy = -7.9 eV
SMILES string = Cc1ccc(Sc2nc3c(c(=O)[nH]c(=O)n3C)n2CCc2ccccc2)cc1
Energy = -1580.023681 a.u.
Energy above the lowest of the compared OMol25 structures with the same formula, charge and spin = 0.0 kcal per mole

```
! wB97M-V def2-TZVPD RIJCOSX def2/J DEFGRID3
* xyz 0 1
C -6.503 -1.203 -0.684
C -5.291 -0.421 -0.284
C -4.924 0.731 -0.969
C -3.789 1.437 -0.612
C -3.014 0.991 0.444
S -1.574 1.935 0.910
C -0.370 0.687 0.887
N -0.557 -0.538 0.421
C 0.639 -1.143 0.568
C 1.563 -0.281 1.142
C 2.905 -0.682 1.424
O 3.789 -0.057 1.974
N 3.109 -1.988 0.977
C 2.233 -2.877 0.381
O 2.585 -3.986 0.051
N 0.946 -2.417 0.203
C -0.060 -3.265 -0.396
N 0.881 0.901 1.353
C 1.482 2.154 1.724
C 1.847 2.963 0.465
C 2.692 2.116 -0.445
C 2.098 1.348 -1.439
C 2.854 0.476 -2.202
C 4.216 0.368 -1.983
C 4.819 1.144 -1.008
C 4.061 2.010 -0.241
C -3.371 -0.143 1.153
C -4.499 -0.846 0.778
H -6.206 -2.075 -1.267
H -7.174 -0.601 -1.291
H -7.041 -1.557 0.193
H -5.528 1.080 -1.793
H -3.507 2.331 -1.148
H 4.044 -2.356 1.114
H -0.504 -2.756 -1.250
H 0.426 -4.187 -0.708
H -0.844 -3.481 0.331
H 0.779 2.715 2.346
H 2.386 1.920 2.291
H 2.387 3.857 0.777
H 0.928 3.267 -0.042
H 1.033 1.427 -1.613
H 2.377 -0.124 -2.964
H 4.805 -0.320 -2.572
H 5.882 1.065 -0.834
H 4.533 2.597 0.532
H -2.768 -0.478 1.983
H -4.775 -1.736 1.324
*
```

3.
C21H20N4O3 in the gas phase, computed with the ωB97M-V functional and the def2-TZVPD basis.

Kohn-Sham gap = 0.339 Eh
HOMO energy = -8.6 eV
SMILES string = COCCc1nc2ccc(C(=O)NCc3cccc(-n4cccn4)c3)cc2o1
Energy = -1256.994805 a.u.
Energy above the lowest of the compared OMol25 structures with the same formula, charge and spin = 41.2 kcal per mole

```
! wB97M-V def2-TZVPD RIJCOSX def2/J DEFGRID3
* xyz 0 1
C 8.468 -0.589 -0.811
O 7.475 -0.338 0.147
C 7.420 1.011 0.545
C 6.245 1.178 1.510
C 4.966 0.914 0.803
N 4.522 1.554 -0.226
C 3.331 0.944 -0.542
C 2.409 1.178 -1.553
C 1.288 0.375 -1.590
C 1.077 -0.648 -0.655
C -0.123 -1.536 -0.707
O -0.091 -2.692 -0.330
N -1.243 -0.962 -1.210
C -2.507 -1.667 -1.267
C -3.440 -1.212 -0.175
C -3.111 -1.457 1.155
C -3.944 -1.018 2.166
C -5.112 -0.336 1.873
C -5.449 -0.092 0.546
N -6.617 0.590 0.194
C -7.668 0.934 0.981
C -8.574 1.581 0.181
C -7.981 1.584 -1.092
N -6.812 0.985 -1.068
C -4.604 -0.526 -0.473
C 2.006 -0.908 0.346
C 3.120 -0.096 0.388
O 4.175 -0.094 1.241
H 8.294 -0.009 -1.725
H 9.466 -0.345 -0.424
H 8.418 -1.652 -1.040
H 7.269 1.662 -0.329
H 8.359 1.301 1.042
H 6.340 0.467 2.331
H 6.246 2.197 1.898
H 2.574 1.957 -2.279
H 0.573 0.521 -2.386
H -1.265 0.033 -1.362
H -2.268 -2.727 -1.140
H -2.962 -1.510 -2.249
H -2.204 -1.995 1.385
H -3.686 -1.208 3.197
H -5.745 0.006 2.676
H -7.713 0.693 2.023
H -9.522 1.990 0.463
H -8.360 1.995 -2.007
H -4.886 -0.318 -1.493
H 1.847 -1.715 1.042
*
```

4.
A 2-piece molecular cluster, C21H20NO8S overall, computed with the ωB97M-V functional and the def2-TZVPD basis.

Kohn-Sham gap = 0.201 Eh
HOMO energy = -3.2 eV
Energy = -1867.143766 a.u.

```
! wB97M-V def2-TZVPD RIJCOSX def2/J DEFGRID3
* xyz -1 1
C -6.625 1.240 -2.442
C -5.159 1.247 -2.697
C -4.464 0.052 -2.819
C -3.107 0.052 -3.063
C -2.430 1.240 -3.190
S -0.660 1.237 -3.572
N -0.066 1.206 -2.050
C 1.199 1.209 -1.978
O 2.351 1.215 -1.885
O -0.492 -0.060 -4.299
O -0.476 2.560 -4.246
C -3.102 2.431 -3.064
C -4.458 2.439 -2.820
H -7.020 2.254 -2.371
H -7.154 0.728 -3.247
H -6.848 0.727 -1.505
H -4.995 -0.882 -2.734
H -2.566 -0.872 -3.187
H -2.555 3.352 -3.190
H -4.981 3.377 -2.737
C 0.593 -6.132 0.721
O 1.621 -5.345 0.170
C 1.772 -4.097 0.731
C 2.818 -3.289 0.245
C 3.055 -2.054 0.763
C 2.258 -1.515 1.798
C 2.507 -0.218 2.336
C 1.606 0.394 3.298
O 0.697 -0.258 3.795
O 1.787 1.712 3.641
C 2.616 2.481 2.747
C 1.809 2.804 1.485
C 2.993 3.774 3.477
O 3.840 1.828 2.362
C 3.725 0.506 2.004
O 4.639 -0.070 1.432
C 1.195 -2.325 2.255
C 0.962 -3.569 1.754
H 0.616 -7.100 0.218
H 0.764 -6.280 1.789
H -0.374 -5.659 0.545
H 3.434 -3.673 -0.550
H 3.878 -1.469 0.387
H 1.545 1.890 0.956
H 0.891 3.322 1.754
H 2.393 3.430 0.814
H 3.571 3.538 4.368
H 3.594 4.411 2.832
H 2.096 4.309 3.781
H 0.564 -1.954 3.043
H 0.143 -4.143 2.147
*
```

5.
C21H21BF3NO2S as an isolated structure, computed with the ωB97M-V functional and the def2-TZVPD basis.

Kohn-Sham gap = 0.172 Eh
HOMO energy = -5.8 eV
Energy = -1740.518193 a.u.
Energy above the lowest of the compared OMol25 structures with the same formula, charge and spin = 74.5 kcal per mole

```
! wB97M-V def2-TZVPD RIJCOSX def2/J DEFGRID3
* xyz 0 1
C 2.092 0.722 0.348
N 1.519 -0.171 1.315
C 0.293 0.268 1.924
C 1.662 -1.660 1.074
H 1.972 1.744 0.730
H 3.169 0.532 0.225
H 1.600 0.684 -0.648
H 0.408 1.332 2.177
H -0.587 0.158 1.259
H 0.107 -0.303 2.845
H 0.605 -1.951 1.371
H 1.750 -1.683 -0.030
C 4.273 -6.891 3.714
C 3.951 -5.716 2.858
C 4.622 -5.288 1.693
C 3.973 -4.237 1.074
C 2.925 -3.595 1.847
B 1.180 -3.405 1.303
C 2.948 -2.137 1.869
C 3.010 -1.518 3.220
C 3.890 -0.501 3.372
C 4.849 -0.219 2.382
C 5.727 0.985 2.425
F 6.859 0.818 1.665
F 5.078 2.079 1.881
F 6.129 1.333 3.675
C 4.950 -0.977 1.217
C 3.943 -1.781 0.866
O 1.130 -3.957 0.006
C -0.095 -4.553 0.026
C -0.679 -4.477 1.332
C -2.035 -4.609 1.518
C -2.806 -4.836 0.370
C -2.230 -4.914 -0.903
C -0.856 -4.744 -1.103
O 0.169 -3.813 2.196
S 2.700 -4.640 3.310
H 5.177 -7.403 3.369
H 4.424 -6.516 4.735
H 3.436 -7.605 3.736
H 5.560 -5.717 1.327
H 4.314 -3.808 0.140
H 2.323 -1.865 4.001
H 3.842 0.114 4.259
H 5.781 -0.876 0.540
H 3.849 -2.229 -0.139
H -2.447 -4.468 2.516
H -3.887 -4.931 0.492
H -2.858 -5.080 -1.777
H -0.379 -4.674 -2.080
*
```

6.
C21H21BMnN8O3 as an isolated structure, computed with the ωB97M-V functional and the def2-TZVPD basis.

Kohn-Sham gap (alpha / beta) = 0.225 / 0.163 Eh
HOMO energy (alpha / beta) = -14.0 / -14.0 eV
<S²> = 8.832
Energy = -2652.018111 a.u.
Energy above the lowest of the compared OMol25 structures with the same formula, charge and spin = 7.4 kcal per mole

```
! wB97M-V def2-TZVPD RIJCOSX def2/J DEFGRID3
* xyz 2 6
Mn -0.103 -0.365 -0.146
C 1.758 -3.926 0.910
C 1.031 -3.216 -0.036
N 0.856 -1.968 0.413
N 1.442 -1.856 1.624
C 1.995 -3.031 1.944
B 1.339 -0.512 2.400
N 1.900 0.592 1.442
C 2.548 1.719 1.759
C 2.777 2.443 0.601
C 2.211 1.680 -0.411
N 1.680 0.560 0.099
N -0.177 -0.250 2.601
C -0.849 0.332 3.596
C -2.189 0.405 3.244
C -2.262 -0.164 1.984
N -1.042 -0.571 1.595
N 2.117 -0.557 3.668
C 3.479 -0.585 3.810
C 3.752 -0.942 5.097
C 2.481 -1.139 5.688
N 1.507 -0.929 4.826
H 2.071 -4.954 0.851
H 0.640 -3.527 -0.991
H 2.514 -3.155 2.881
H 2.819 1.933 2.781
H 3.301 3.378 0.506
H 2.173 1.865 -1.473
H -0.344 0.613 4.504
H -2.998 0.787 3.841
H -3.119 -0.325 1.349
H 4.142 -0.354 2.991
H 4.719 -1.038 5.559
H 2.250 -1.427 6.701
C -2.434 -1.550 -6.664
O -2.774 -0.220 -6.238
C -2.426 0.181 -5.042
C -2.823 1.530 -4.731
C -2.530 2.100 -3.493
C -1.849 1.399 -2.525
C -1.567 2.029 -1.230
C -2.013 3.425 -0.947
O -0.953 1.443 -0.323
C -1.433 0.019 -2.838
O -0.801 -0.688 -2.005
C -1.744 -0.548 -4.104
H -2.815 -1.641 -7.674
H -2.907 -2.288 -6.017
H -1.352 -1.684 -6.661
H -3.359 2.088 -5.488
H -2.853 3.115 -3.311
H -3.093 3.522 -1.068
H -1.535 4.122 -1.641
H -1.740 3.688 0.070
H -1.418 -1.563 -4.276
*
```